No. 1
Formula: C44H43N3O2P2SY
Source: the OMol25 dataset
Level of theory: the ωB97M-V functional and the def2-TZVPD basis

CARTESIAN COORDINATES (ANGSTROEM)
Y (-0.4384, -1.8205, 1.3320)
O (-2.0376, -1.1156, 2.4940)
C (-2.4310, -0.5085, 3.6316)
C (-3.7631, -0.0282, 3.7737)
C (-4.1306, 0.6103, 4.9735)
C (-3.2514, 0.6807, 6.0667)
C (-1.9478, 0.1963, 5.9602)
C (-1.4849, -0.3390, 4.7118)
C (-0.1889, -0.8454, 4.6069)
N (0.3713, -1.3797, 3.5108)
C (1.7253, -1.8534, 3.7792)
C (2.3341, -2.8107, 2.7352)
N (1.2984, -3.2182, 1.8294)
C (1.6699, -3.9725, 0.8127)
C (0.8331, -4.9341, 0.1583)
C (1.4389, -5.9970, -0.5066)
C (0.6544, -7.0010, -0.9804)
C (-0.7340, -7.0518, -0.7233)
C (-1.3323, -5.9763, -0.1187)
C (-0.6169, -4.8334, 0.2774)
O (-1.2426, -3.6960, 0.5340)
H (-4.4975, -0.0962, 2.9940)
H (-4.9878, 1.2402, 4.9933)
H (-3.6024, 1.0865, 7.0136)
H (-1.3002, 0.2463, 6.8529)
H (0.4296, -0.9442, 5.5189)
H (1.7519, -2.3422, 4.7725)
H (2.3890, -0.9432, 3.7873)
H (2.7651, -3.5801, 3.3438)
H (3.1129, -2.2628, 2.1601)
H (2.6656, -3.9291, 0.4040)
H (2.5536, -6.1362, -0.5073)
H (1.0622, -7.8630, -1.4904)
H (-1.2622, -7.9819, -0.9867)
H (-2.3952, -6.0111, 0.0903)
C (0.4800, 5.0023, -5.7596)
S (1.6617, 4.6945, -4.3256)
C (0.6543, 4.5048, -2.7991)
C (1.1702, 3.4618, -1.8129)
C (0.4802, 2.0540, -2.1063)
N (0.5380, 1.1895, -0.9186)
P (-0.4610, 1.4651, 0.5498)
C (-2.0290, 1.9442, -0.1213)
C (-2.3834, 3.2398, -0.5631)
C (-3.7038, 3.4524, -0.9574)
C (-4.7150, 2.4949, -1.0144)
C (-4.3815, 1.2082, -0.6545)
C (-3.0735, 0.9878, -0.1011)
C (0.0715, 2.8720, 1.6372)
C (1.4523, 3.1379, 1.6730)
C (1.8694, 4.3386, 2.2924)
C (0.9978, 5.0836, 3.0921)
C (-0.3344, 4.7138, 3.1735)
C (-0.7868, 3.6425, 2.4110)
P (0.7410, -0.5315, -1.1160)
C (-0.0056, -1.0813, -2.6789)
C (-1.4140, -1.3276, -2.7140)
C (-2.0282, -1.9839, -3.7837)
C (-1.2251, -2.5491, -4.7901)
C (0.1403, -2.3527, -4.7854)
C (0.7679, -1.5890, -3.7913)
C (2.5180, -0.8279, -1.2723)
C (3.4402, 0.1697, -0.9602)
C (4.8271, -0.0060, -1.1193)
C (5.3270, -1.2697, -1.4510)
C (4.4317, -2.2924, -1.7921)
C (3.0441, -2.0628, -1.7346)
H (-0.5499, 4.9383, -5.4181)
H (0.7225, 4.3241, -6.5232)
H (0.7188, 5.9935, -6.0444)
H (-0.3920, 4.1756, -3.0630)
H (0.6605, 5.4865, -2.3198)
H (0.9423, 3.8026, -0.7908)
H (2.2497, 3.3534, -1.9458)
H (1.0853, 1.6085, -2.9165)
H (-0.6089, 2.1484, -2.4310)
H (-1.7189, 4.1223, -0.4232)
H (-4.0011, 4.4568, -1.2801)
H (-5.7199, 2.7447, -1.3221)
H (-5.1084, 0.4253, -0.6523)
H (-2.9772, 0.0764, 0.5254)
H (2.1633, 2.5100, 1.1074)
H (2.9351, 4.5704, 2.2781)
H (1.3047, 5.9931, 3.5657)
H (-1.0395, 5.2443, 3.7937)
H (-1.8523, 3.4085, 2.3855)
H (-2.0171, -0.8521, -1.9385)
H (-3.1091, -2.1541, -3.8106)
H (-1.6354, -3.1821, -5.5585)
H (0.7402, -2.7492, -5.5864)
H (1.7335, -1.1538, -3.9616)
H (2.9440, 1.1040, -0.6515)
H (5.4343, 0.8316, -0.9527)
H (6.4251, -1.4455, -1.5391)
H (4.8206, -3.2723, -2.0602)
H (2.3681, -2.8814, -1.9777)

Cartesian forces (eV/Å) of the 2 atoms listed first:
Y -1.1 0.4 0.2
O -1.1 0.9 1.4

Energy above the lowest of the compared OMol25 structures with the same formula, charge and spin: 0.000 eV
Frontier orbital gap: 7.3533 eV
Calculated total energy: -85343.9692 eV
Total charge: +1

No. 2
Formula: C5H17O8P3Rh
Source: the OMol25 dataset
Level of theory: the ωB97M-V functional and the def2-TZVPD basis

CARTESIAN COORDINATES (ANGSTROEM)
Rh (0.5628, 0.6212, 0.1580)
C (-2.4905, -1.0677, 3.2554)
C (-1.4566, -0.5502, 2.2175)
O (-1.2194, 0.8990, 2.2278)
P (-2.0835, -0.9697, 0.5573)
O (-3.6170, -0.6290, 0.5402)
O (-2.0803, -2.5194, 0.4916)
O (-1.3685, -0.1685, -0.5563)
P (0.1745, -1.2801, 2.5978)
O (-0.3291, -2.8766, 2.5406)
O (0.5739, -0.9292, 4.0139)
O (0.9554, -1.0728, 1.2936)
H (-3.3599, -0.4153, 3.2591)
H (-2.0137, -1.1871, 4.2572)
H (-2.8483, -2.0703, 3.0050)
H (-0.9842, 1.2520, 3.0889)
H (-3.9015, -0.0044, -0.1394)
H (-1.3126, -2.9546, 0.9285)
H (0.3224, -3.3274, 3.0977)
H (1.8242, 1.1520, 0.7343)
C (1.4387, 2.6356, -3.6782)
P (1.4037, 1.4770, -2.2924)
C (3.1198, 1.3032, -1.7885)
C (0.8909, -0.1804, -2.8647)
O (0.4619, 1.9950, -1.1751)
H (2.1053, 2.1535, -4.4101)
H (1.8882, 3.5815, -3.3841)
H (0.4140, 2.7582, -4.0827)
H (3.8085, 1.5552, -2.6374)
H (3.3557, 0.2959, -1.3593)
H (3.3932, 1.9894, -0.9851)
H (0.9736, -0.1998, -3.9526)
H (-0.1475, -0.3468, -2.5499)
H (1.5461, -0.9194, -2.4082)

Cartesian forces (eV/Å) of the 2 atoms listed first:
Rh -3.0 -2.0 2.0
C 0.5 0.0 0.4

Energy above the lowest of the compared OMol25 structures with the same formula, charge and spin: 0.000 eV
Frontier orbital gap (alpha / beta): 8.3382 / 6.7449 eV
2S+1: 5
Calculated total energy: -52710.1557 eV
⟨S²⟩: 6.0068
Total charge: +1

No. 3
Formula: C26H60BN2O12P2
Source: the OMol25 dataset
Level of theory: the ωB97M-V functional and the def2-TZVPD basis

CARTESIAN COORDINATES (ANGSTROEM)
C (0.4300, 0.8432, 7.8566)
O (-0.4814, 0.9942, 6.7164)
C (0.3001, 0.5582, 5.5843)
C (-0.4486, 0.8015, 4.1717)
C (0.7408, 0.7761, 3.0685)
C (0.2725, 0.2369, 1.6373)
C (1.4992, -0.6487, 1.0471)
C (1.6454, -0.3966, -0.5384)
C (2.4273, 0.9796, -0.8118)
C (3.4265, 0.8752, -2.0773)
C (4.7683, 1.6338, -1.6743)
O (5.7531, 1.8948, -2.6903)
B (6.8583, 2.4645, -1.8535)
N (7.9642, 3.2259, -2.5777)
O (6.1209, 3.3264, -0.8625)
C (4.6949, 3.1039, -1.0225)
N (4.0808, 4.1917, -1.8462)
C (4.8800, 5.4738, -1.7402)
C (2.7418, 4.5601, -1.3672)
C (2.4138, 5.3146, -0.0092)
O (1.7698, 4.2918, -2.1128)
H (1.3751, 0.3155, 7.4783)
H (-0.0059, 0.1685, 8.6554)
H (0.7902, 1.8537, 8.2506)
H (0.5881, -0.5404, 5.5951)
H (1.2464, 1.2098, 5.5200)
H (-1.2310, -0.0033, 3.9587)
H (-0.9564, 1.8300, 4.1461)
H (1.4946, 0.0123, 3.4843)
H (1.2877, 1.7686, 3.0126)
H (-0.7056, -0.3374, 1.6585)
H (0.1540, 1.1614, 0.9664)
H (2.4433, -0.2676, 1.5774)
H (1.4110, -1.7484, 1.3216)
H (0.6226, -0.4134, -1.0380)
H (2.2878, -1.2682, -0.9207)
H (1.7390, 1.8809, -0.9033)
H (3.1093, 1.1520, 0.0968)
H (2.9584, 1.2165, -3.0511)
H (3.7070, -0.2330, -2.1908)
H (5.2658, 0.9081, -0.9502)
H (7.3124, 1.4447, -1.3736)
H (7.7001, 4.2290, -2.6136)
H (8.7721, 3.1896, -1.9404)
H (4.1629, 3.0458, -0.0116)
H (5.1177, 5.7352, -0.6595)
H (4.1651, 6.2961, -2.1099)
H (5.7956, 5.3898, -2.3975)
H (3.2899, 5.9094, 0.4158)
H (2.1240, 4.5613, 0.7914)
H (1.5776, 6.0779, -0.1751)
O (-3.9329, -3.7767, 5.4732)
P (-5.1931, -3.1766, 6.0985)
O (-5.4269, -1.9534, 4.9896)
C (-5.3819, -2.2095, 3.5907)
C (-6.7514, -2.5367, 3.0257)
O (-4.4336, -2.3036, 7.2822)
C (-3.1162, -2.6543, 7.6992)
C (-2.0673, -1.9141, 6.8822)
O (-6.6351, -2.6877, 6.8672)
C (-7.9077, -2.8887, 6.2872)
C (-8.1966, -4.3417, 5.9687)
H (-4.6763, -3.0081, 3.3470)
H (-5.0134, -1.2970, 3.1146)
H (-7.1371, -3.4659, 3.4515)
H (-6.7073, -2.6580, 1.9415)
H (-7.4671, -1.7423, 3.2500)
H (-2.9715, -3.7343, 7.6504)
H (-3.0246, -2.3755, 8.7510)
H (-2.3065, -1.8950, 5.8176)
H (-1.0836, -2.3699, 7.0127)
H (-2.0078, -0.8705, 7.1998)
H (-8.0222, -2.2457, 5.4143)
H (-8.6442, -2.5367, 7.0142)
H (-7.3860, -4.8019, 5.3964)
H (-9.1236, -4.4253, 5.3964)
H (-8.3101, -4.9179, 6.8895)
O (0.3127, -1.3673, -9.1649)
P (-0.3597, -1.0091, -7.8383)
O (0.8270, -1.5894, -6.8239)
C (2.1981, -1.2644, -7.0322)
C (2.6078, -0.0197, -6.2697)
O (-1.3959, -2.3021, -7.7852)
C (-1.7289, -3.0030, -8.9788)
C (-0.7658, -4.1547, -9.2263)
O (-1.2010, -0.4650, -6.4599)
C (-0.7484, 0.6240, -5.6771)
C (-0.5820, 1.9031, -6.4712)
H (2.4315, -1.1465, -8.0938)
H (2.7832, -2.1123, -6.6658)
H (2.0684, 0.8566, -6.6366)
H (3.6763, 0.1738, -6.3816)
H (2.3920, -0.1242, -5.2041)
H (-1.7622, -2.3211, -9.8294)
H (-2.7412, -3.3934, -8.8530)
H (0.2720, -3.8750, -9.0395)
H (-0.8526, -4.5178, -10.2522)
H (-0.9863, -4.9835, -8.5477)
H (0.1640, 0.3463, -5.1495)
H (-1.5013, 0.7888, -4.9019)
H (0.0146, 1.7461, -7.3747)
H (-0.0987, 2.6672, -5.8579)
H (-1.5556, 2.2839, -6.7880)

Cartesian forces (eV/Å) of the 2 atoms listed first:
C 0.8 -0.3 -0.2
O 2.0 -0.9 0.5

Frontier orbital gap: 4.3867 eV
Calculated total energy: -74738.0901 eV
Total charge: -1